The following is a quantum chemistry calculation of a structure of composition C33H46Cl2NO2P3W, from the Open Molecules 2025 dataset.

- ⟨S²⟩ = 2.0255
- charge = +2
- 2S+1 = 3
- lowest unoccupied orbital energy (alpha / beta) (eV) = -7.14 / -8.70

Positions of all 88 atoms, in Å:
P (-0.94, -2.91, -0.15)
C (-2.15, -3.89, -1.13)
C (-1.79, -4.91, -2.02)
H (-0.74, -5.09, -2.26)
C (-2.78, -5.72, -2.60)
H (-2.48, -6.53, -3.26)
C (-4.13, -5.48, -2.33)
H (-4.89, -6.11, -2.78)
C (-4.50, -4.42, -1.48)
H (-5.55, -4.24, -1.28)
C (-3.52, -3.61, -0.90)
H (-3.79, -2.78, -0.26)
C (0.64, -3.43, -0.96)
C (1.02, -2.75, -2.14)
H (0.44, -1.88, -2.47)
C (2.10, -3.21, -2.89)
H (2.37, -2.69, -3.82)
C (2.83, -4.33, -2.47)
H (3.67, -4.68, -3.07)
C (2.48, -4.98, -1.29)
H (3.05, -5.85, -0.95)
C (1.40, -4.53, -0.52)
H (1.14, -5.04, 0.41)
C (-0.87, -3.95, 1.37)
C (-1.43, -5.24, 1.45)
H (-2.02, -5.64, 0.63)
C (-1.22, -6.03, 2.59)
H (-1.63, -7.04, 2.62)
C (-0.48, -5.53, 3.67)
H (-0.31, -6.15, 4.55)
C (0.04, -4.23, 3.61)
H (0.61, -3.84, 4.46)
C (-0.17, -3.43, 2.49)
H (0.20, -2.40, 2.45)
W (-0.49, 2.36, -0.80)
C (1.55, 2.67, -0.20)
C (2.38, 1.61, -0.07)
H (1.91, 3.67, 0.02)
C (1.82, 0.23, -0.37)
O (1.99, -0.64, 0.78)
H (1.63, -1.52, 0.57)
C (0.39, 0.44, -0.69)
H (2.34, -0.22, -1.24)
C (-0.89, 0.22, -0.75)
Cl (-0.56, 4.54, 0.07)
Cl (-2.82, 2.43, -0.96)
P (-0.14, 2.88, -3.07)
C (-0.97, 4.42, -3.51)
H (-0.47, 5.25, -3.01)
H (-2.02, 4.39, -3.20)
H (-0.91, 4.55, -4.60)
C (1.57, 3.06, -3.57)
H (2.16, 2.19, -3.23)
H (2.00, 3.97, -3.12)
H (1.62, 3.12, -4.66)
C (-0.85, 1.56, -4.06)
H (-1.91, 1.41, -3.82)
H (-0.31, 0.63, -3.87)
H (-0.75, 1.83, -5.12)
P (4.10, 1.82, 0.48)
C (4.54, 3.54, 0.32)
C (5.11, 0.78, -0.57)
H (4.03, 4.14, 1.08)
H (4.27, 3.92, -0.68)
H (5.63, 3.64, 0.46)
H (4.71, -0.24, -0.59)
H (6.14, 0.77, -0.18)
H (5.12, 1.19, -1.59)
C (4.14, 1.30, 2.18)
H (3.87, 2.15, 2.83)
H (5.15, 0.97, 2.44)
H (3.43, 0.49, 2.32)
H (-1.63, -0.56, -0.86)
C (-2.96, 6.29, 4.15)
N (-3.09, 5.11, 3.33)
C (-3.66, 5.25, 2.01)
C (-2.69, 3.85, 3.70)
C (-2.12, 3.68, 5.08)
O (-2.83, 2.90, 2.92)
H (-3.35, 7.15, 3.58)
H (-1.92, 6.49, 4.43)
H (-3.54, 6.19, 5.08)
H (-2.91, 5.06, 1.23)
H (-4.46, 4.51, 1.87)
H (-4.06, 6.26, 1.91)
H (-1.81, 2.63, 5.17)
H (-1.24, 4.32, 5.23)
H (-2.87, 3.89, 5.86)

---

The following is a quantum chemistry calculation of a structure of composition C33H46CoN4O3PSi, from the Open Molecules 2025 dataset.

- ⟨S²⟩ = 6.0473
- charge = 0
- 2S+1 = 5
- lowest unoccupied orbital energy (alpha / beta) (eV) = 0.44 / -1.14

Positions of all 89 atoms, in Å:
Co (0.07, -0.24, 0.45)
O (-1.16, 2.48, 3.30)
C (-0.77, 1.56, 2.58)
O (-0.38, 1.60, 1.37)
C (-0.73, 0.16, 3.20)
C (-1.04, -0.05, 4.53)
C (-0.95, -1.33, 5.04)
C (-0.55, -2.37, 4.20)
C (-0.26, -2.08, 2.89)
N (-0.35, -0.84, 2.39)
H (-1.33, 0.80, 5.12)
H (-1.18, -1.53, 6.08)
H (-0.45, -3.39, 4.56)
H (0.07, -2.84, 2.19)
O (-1.75, -0.09, -0.54)
P (-2.51, 0.48, -1.71)
N (-3.10, 1.96, -1.40)
C (-3.85, 2.70, -2.43)
C (-4.31, 3.94, -1.68)
C (-3.13, 4.22, -0.75)
C (-2.69, 2.84, -0.28)
N (-3.81, -0.46, -2.12)
C (-3.58, -1.88, -2.49)
C (-4.79, -2.63, -1.94)
C (-5.17, -1.81, -0.71)
C (-4.97, -0.38, -1.19)
N (-1.59, 0.65, -3.08)
C (-1.23, -0.43, -4.01)
C (-0.12, 0.18, -4.85)
C (0.65, 1.07, -3.86)
C (-0.40, 1.53, -2.85)
H (-4.67, 2.10, -2.82)
H (-3.20, 2.96, -3.27)
H (-5.20, 3.72, -1.10)
H (-4.54, 4.77, -2.35)
H (-3.38, 4.87, 0.09)
H (-2.32, 4.70, -1.31)
H (-3.20, 2.54, 0.64)
H (-1.63, 2.77, -0.08)
H (-2.66, -2.26, -2.04)
H (-3.50, -1.99, -3.57)
H (-4.56, -3.67, -1.73)
H (-5.61, -2.61, -2.67)
H (-4.48, -2.03, 0.11)
H (-6.18, -2.00, -0.36)
H (-4.77, 0.31, -0.37)
H (-5.85, -0.02, -1.73)
H (-2.09, -0.71, -4.61)
H (-0.87, -1.33, -3.49)
H (-0.55, 0.78, -5.65)
H (0.51, -0.58, -5.31)
H (1.12, 1.92, -4.36)
H (1.44, 0.51, -3.36)
H (-0.69, 2.57, -2.98)
H (-0.02, 1.43, -1.83)
C (2.51, 2.27, -0.65)
Si (2.30, 0.65, 0.28)
C (2.91, 0.98, 2.03)
C (3.60, -0.54, -0.45)
C (3.93, -1.72, 0.24)
C (4.83, -2.64, -0.27)
C (5.43, -2.42, -1.50)
C (5.12, -1.27, -2.21)
C (4.22, -0.35, -1.69)
H (3.53, 2.64, -0.55)
H (1.83, 3.00, -0.21)
H (2.28, 2.20, -1.72)
H (3.94, 1.36, 2.01)
H (2.91, 0.08, 2.66)
H (2.28, 1.73, 2.52)
H (3.46, -1.92, 1.19)
H (5.07, -3.53, 0.30)
H (6.14, -3.13, -1.90)
H (5.58, -1.09, -3.18)
H (4.00, 0.55, -2.27)
C (0.40, -2.37, -1.15)
C (1.11, -3.57, -1.04)
C (0.59, -4.68, -0.33)
C (1.30, -5.85, -0.23)
C (2.55, -5.97, -0.84)
C (3.09, -4.89, -1.53)
C (2.39, -3.71, -1.63)
H (-0.63, -2.32, -0.79)
H (0.78, -1.57, -1.77)
H (-0.39, -4.59, 0.13)
H (0.88, -6.69, 0.31)
H (3.10, -6.90, -0.76)
H (4.08, -4.97, -1.98)
H (2.84, -2.85, -2.13)

---

The following is a quantum chemistry calculation of a cluster of 3 separate species, C33H46F2N5O16PS2 in total, from the Open Molecules 2025 dataset.

- charge = 0
- 2S+1 = 1
- lowest unoccupied orbital energy (eV) = -2.79

Positions of all 105 atoms, in Å:
C (-2.37, -4.71, -2.93)
C (-2.10, -3.08, -2.68)
C (-1.30, -2.50, -3.98)
C (-0.78, -0.92, -3.85)
O (0.16, -0.56, -2.91)
C (0.10, -0.40, -1.53)
C (-1.18, 0.21, -0.75)
C (-2.63, 0.33, -1.44)
C (-2.91, 1.77, -2.26)
O (-3.89, 2.60, -1.80)
O (-2.18, 2.22, -3.44)
C (1.32, 0.75, -1.26)
N (1.00, 1.93, -2.07)
C (1.80, 2.10, -3.34)
C (0.78, 3.26, -1.52)
C (-0.65, 4.02, -1.13)
O (1.84, 4.11, -1.40)
C (1.87, 0.87, 0.25)
O (0.99, 1.18, 1.33)
C (0.74, 2.52, 1.73)
C (0.82, 2.57, 3.41)
C (2.23, 3.17, 3.98)
C (3.28, 1.78, 0.17)
O (4.00, 1.91, -0.98)
O (3.91, 2.45, 1.34)
N (2.37, -0.54, 0.63)
C (3.37, -0.71, 1.63)
C (4.97, -0.68, 1.43)
C (5.84, -0.49, 2.86)
C (7.47, -0.49, 2.93)
C (8.39, -0.62, 1.57)
C (7.57, -0.81, 0.14)
C (5.90, -0.85, 0.12)
C (5.20, -1.09, -1.32)
C (1.15, -1.37, 0.55)
N (0.34, -1.88, 1.52)
S (0.60, -1.52, 3.19)
N (-0.79, -2.69, 1.23)
C (-0.30, -3.97, 1.34)
O (0.19, -5.22, 1.24)
N (0.64, -1.68, -0.88)
P (1.75, -2.68, -1.71)
O (2.69, -2.07, -3.03)
O (2.97, -3.25, -0.54)
S (1.06, -4.45, -2.33)
H (-2.05, -5.06, -4.01)
H (-1.69, -5.33, -2.17)
H (-3.48, -5.02, -2.69)
H (-1.58, -2.88, -1.65)
H (-3.19, -2.60, -2.71)
H (-0.44, -3.17, -4.40)
H (-2.11, -2.46, -4.86)
H (-1.79, -0.29, -3.98)
H (-0.28, -0.76, -4.93)
H (-1.39, -0.33, 0.30)
H (-0.93, 1.33, -0.40)
H (-2.97, -0.51, -2.17)
H (-3.45, 0.34, -0.57)
H (-2.48, 3.17, -3.62)
H (2.22, 0.22, -1.86)
H (2.86, 2.57, -3.22)
H (1.87, 1.10, -3.99)
H (1.19, 2.86, -4.03)
H (-0.45, 5.10, -0.64)
H (-1.30, 4.27, -2.10)
H (-1.31, 3.45, -0.35)
H (-0.41, 2.77, 1.51)
H (1.35, 3.40, 1.27)
H (-0.03, 3.35, 3.73)
H (0.61, 1.50, 3.85)
H (2.19, 3.52, 5.11)
H (2.69, 4.01, 3.29)
H (3.03, 2.28, 3.96)
H (3.14, 0.04, 2.54)
H (3.21, -1.78, 2.13)
H (5.26, -0.40, 3.90)
H (7.99, -0.39, 3.98)
H (9.55, -0.59, 1.68)
H (8.24, -0.92, -0.82)
H (5.85, -0.51, -2.14)
H (4.11, -0.68, -1.35)
H (5.18, -2.24, -1.61)
H (-0.33, -0.46, 3.48)
H (2.23, -2.12, -3.92)
H (2.55, -3.98, 0.04)
C (-3.21, -3.01, 6.51)
C (-3.53, -2.63, 5.10)
O (-3.68, -1.23, 5.17)
C (-2.86, -0.83, 6.19)
O (-2.51, 0.32, 6.38)
O (-2.48, -1.89, 6.97)
F (-4.71, -3.16, 4.72)
H (-4.10, -3.15, 7.12)
H (-2.60, -3.92, 6.56)
H (-2.75, -2.88, 4.38)
C (-6.95, 2.90, -1.35)
C (-7.86, 3.82, -2.08)
O (-8.57, 2.96, -2.95)
C (-8.60, 1.76, -2.31)
O (-9.35, 0.85, -2.61)
O (-7.70, 1.71, -1.28)
F (-7.16, 4.70, -2.83)
H (-6.01, 2.71, -1.89)
H (-6.70, 3.27, -0.35)
H (-8.57, 4.36, -1.44)